1.
Here is a molecular structure, C17H11FeNO6S at a distorted geometry from OMol25. Energies are from ωB97M-V with the def2-TZVPD basis set.

Output
* DFT total energy: -2822.25796 Eh
* LUMO level (alpha / beta): -0.79 / -4.17 eV
* spin multiplicity: 5
* frontier orbital gap (alpha / beta): 5.09 / 5.12 eV

Last column: Mulliken charge in e.
Geometry (Å):
C  -5.01853  2.38701  1.94359  -0.5260
C  -4.21443  1.24149  1.93967  -0.4604
C  -2.81382  1.36067  1.92937  0.1512
C  -2.26839  2.61947  1.92731  0.4050
C  -3.03422  3.78720  1.93822  -0.5974
C  -4.43109  3.66369  1.94156  -0.3872
S  -0.47361  2.52809  1.91668  1.1029
O  0.04854  3.08670  0.68515  -0.5441
O  -0.00021  3.03495  3.17932  -0.5813
N  -0.50280  0.89868  1.83844  -0.1729
C  -1.74435  0.30778  1.88467  0.4662
O  -1.93508  -0.91406  1.87223  -0.5115
H  -6.10800  2.30890  1.94547  0.3739
H  -4.65224  0.24855  1.93925  0.4698
H  -2.53158  4.75194  1.93891  0.4089
H  -5.05562  4.55350  1.94433  0.3849
O  2.28475  -2.28493  -4.87289  -0.3761
C  2.12963  -1.90989  -3.78491  0.2071
Fe  1.90488  -1.39758  -2.15295  0.8282
C  2.10221  0.19471  -2.78252  0.1967
O  2.25671  1.28248  -3.17283  -0.3580
C  0.16445  -1.27983  -2.43050  0.2119
O  -0.99260  -1.33211  -2.38167  -0.3442
C  2.05494  -0.75359  0.06973  0.0166
C  1.23992  -1.84677  0.34055  -0.1562
C  1.32158  -3.09690  -0.23528  -0.5192
C  2.17230  -3.48816  -1.27031  -0.2628
C  3.41082  -2.95044  -1.64895  -0.6572
C  3.97176  -1.75213  -1.22117  -0.3257
C  3.31620  -0.72637  -0.54298  -0.7503
H  1.70809  0.19959  0.49135  0.1552
H  0.40451  -1.65155  1.02807  0.2761
H  0.57365  -3.83325  0.08175  0.2992
H  1.91148  -4.42895  -1.77803  0.3932
H  3.98948  -3.53907  -2.37756  0.4347
H  4.96068  -1.50438  -1.63853  0.3254
H  3.84998  0.23453  -0.48451  0.4232

---

2.
Here is a molecular structure, C17H12AuF2N2O3S4Sb from OMol25. Energies are from ωB97M-V with the def2-TZVPD basis set.

Output
* DFT total energy: -3158.75549 Eh
* total charge: -1
* LUMO level (alpha / beta): 2.12 / -0.89 eV
* spin multiplicity: 4
* frontier orbital gap (alpha / beta): 7.07 / 5.04 eV

Last column: Mulliken charge in e.
Geometry (Å):
Au  -1.84713  -0.28961  0.30111  0.4625
S  -4.12826  0.22559  3.74393  -0.3162
Sb  -4.99840  1.13750  1.75003  0.6659
S  -4.39701  -0.27055  -0.03274  -0.5736
S  -3.47167  2.94385  1.84260  -0.3821
F  -3.58791  -4.73401  2.78806  -0.3439
C  -2.52437  -4.00300  2.38960  0.4299
C  -2.73297  -2.82879  1.69684  -0.6609
C  -1.63918  -2.08060  1.28678  0.4026
C  -0.32941  -2.51909  1.55977  -0.6421
C  -0.19538  -3.70527  2.27422  0.4777
F  1.03031  -4.17823  2.61049  -0.3364
C  -1.26473  -4.46618  2.70048  -0.8327
C  0.81668  -1.69585  1.09212  0.8518
C  2.14104  -2.12204  1.04474  -0.4918
C  3.11917  -1.26672  0.55892  -0.4921
C  2.78083  0.00834  0.14504  -0.6372
C  1.44409  0.36059  0.22246  -0.7665
N  0.49597  -0.46284  0.66304  -0.1521
H  -3.74305  -2.50428  1.48860  0.4166
H  -1.10928  -5.37942  3.25552  0.4838
H  2.40339  -3.11641  1.36285  0.4361
H  4.14547  -1.60648  0.49898  0.4368
H  3.49267  0.71457  -0.26704  0.5527
H  1.12328  1.34275  -0.08794  0.9685
N  -1.98621  1.54078  -0.97607  -0.3914
C  -0.76173  1.98819  -1.58554  0.2312
C  -0.18086  3.17946  -1.17192  -0.4349
C  1.09243  3.50996  -1.61259  -0.7402
C  1.78033  2.65810  -2.46541  -0.2304
C  1.15988  1.51072  -2.93813  -0.5670
C  -0.11115  1.17046  -2.49679  -0.0599
S  3.51432  2.97160  -2.81796  1.2591
O  3.80593  2.15071  -3.97990  -0.7192
O  3.59367  4.40507  -3.03041  -0.6944
O  4.16106  2.51725  -1.58812  -0.6869
H  -2.39869  2.26074  -0.38467  0.0632
H  -2.69434  1.27670  -1.65488  0.4083
H  -0.70744  3.82215  -0.47455  0.3445
H  1.57663  4.41840  -1.27799  0.3952
H  1.70610  0.87501  -3.62259  0.4828
H  -0.57406  0.24089  -2.81094  0.3826

---

3.
Here is 3 unconnected molecules or ions with the total composition C17H12FNO9 at a distorted geometry from OMol25. Energies are from ωB97M-V with the def2-TZVPD basis set.

Output
* DFT total energy: -1486.70321 Eh
* LUMO level: -2.10 eV
* SMILES string: N#COC1=CC(=O)c2ccc(F)cc2C1=O.O=C1OCCO1.O=C1OCCO1
* spin multiplicity: 1
* frontier orbital gap: 8.25 eV

Last column: Mulliken charge in e.
Geometry (Å):
N  1.08695  2.05998  2.09525  -0.4188
C  0.30341  1.78252  1.30043  0.4924
O  -0.37339  1.60796  0.12642  -0.3509
C  0.24772  2.42373  -0.88167  0.3290
C  1.29211  1.92527  -1.58941  -0.3665
C  2.00087  2.81015  -2.65086  0.2408
O  2.78628  2.29469  -3.41191  -0.5310
C  1.66375  4.32656  -2.64460  0.0921
C  2.46329  5.25515  -3.44297  -0.4941
C  2.14195  6.68267  -3.46396  -0.5208
C  1.02320  7.19671  -2.66847  0.3603
F  0.69611  8.53325  -2.65603  -0.2898
C  0.19724  6.28070  -1.86692  -0.5096
C  0.51206  4.85691  -1.86703  0.5336
C  -0.34298  3.85065  -1.05956  0.4224
O  -1.40262  4.16990  -0.57410  -0.5275
H  1.59260  0.86999  -1.35994  0.3913
H  3.30780  4.84316  -4.04583  0.4008
H  2.78116  7.33202  -4.11616  0.3626
H  -0.66297  6.71618  -1.30602  0.4156
O  -0.12732  -4.89065  3.23488  -0.4919
C  0.14722  -3.73624  3.34174  0.5972
O  -0.04144  -2.80856  2.36413  -0.3032
C  0.19020  -1.52857  2.94641  0.0368
C  1.07847  -1.84767  4.11494  -0.3910
O  0.68937  -3.17616  4.45442  -0.3254
H  0.66495  -0.85692  2.23278  -0.0015
H  -0.76800  -1.10131  3.25329  0.2636
H  2.13836  -1.84650  3.84840  0.2875
H  0.92469  -1.17041  4.95396  0.2975
O  -4.36316  -7.81249  -1.20932  -0.5159
C  -3.58853  -7.13447  -0.61152  0.5988
O  -2.95007  -7.51653  0.52684  -0.3324
C  -1.95186  -6.53627  0.80208  -0.1758
C  -2.47358  -5.31847  0.09524  -0.2185
O  -3.22732  -5.87389  -0.97912  -0.3409
H  -1.84359  -6.38170  1.87428  0.2265
H  -0.99768  -6.88033  0.39500  0.2384
H  -3.13988  -4.72227  0.72428  0.2542
H  -1.67536  -4.67876  -0.27940  0.2642